No. 1
{"formula": "C5H6N", "method": "the ωB97M-V functional and the def2-TZVPD basis", "elements": ["C", "C", "C", "C", "C", "N", "H", "H", "H", "H", "H", "H"], "coordinates": [[1.234, 0.738, 0.003], [0.698, -0.985, 0.000], [-1.327, 0.263, -0.738], [-1.326, 0.263, 0.738], [-0.205, 0.796, -0.002], [-0.810, -0.867, 0.004], [1.749, 1.003, 0.916], [1.750, 0.997, -0.912], [1.033, -1.453, -0.917], [1.037, -1.467, 0.911], [-1.918, 0.345, -1.620], [-1.913, 0.367, 1.619]], "mulliken_charge": [-0.64, -0.35, -0.31, -0.30, 0.68, -0.20, 0.30, 0.30, 0.33, 0.32, 0.44, 0.44], "e_tot_ha": -248.3992, "charge": 1}


No. 2
{"formula": "C5H6N", "method": "the ωB97M-V functional and the def2-TZVPD basis", "elements": ["C", "C", "C", "C", "C", "N", "H", "H", "H", "H", "H", "H"], "coordinates": [[-0.920, 0.751, 0.600], [-0.045, -0.365, 0.003], [0.347, -0.541, -1.445], [1.346, -1.555, -1.367], [2.304, -1.162, -0.594], [1.320, -0.071, -0.484], [-0.895, 1.670, -0.014], [-0.806, 1.025, 1.608], [-1.856, 0.362, 0.379], [-0.317, -1.229, 0.501], [0.081, 0.039, -2.238], [3.274, -1.449, -0.144]], "mulliken_charge": [-1.36, 0.18, 0.14, -0.08, -0.06, -0.10, 0.33, 0.37, 0.39, 0.45, 0.36, 0.37], "smiles": "C[C@H]1[C@@H]2C3=C[N@@+]312", "e_tot_ha": -248.3618, "charge": 1}


No. 3
{"formula": "C5H6N", "method": "the ωB97M-V functional and the def2-TZVPD basis", "elements": ["C", "C", "C", "C", "C", "N", "H", "H", "H", "H", "H", "H"], "coordinates": [[1.746, 0.337, 0.045], [1.208, -0.756, -0.177], [-0.084, -1.383, -0.002], [-0.870, 0.977, -0.416], [-0.736, -0.096, 0.560], [0.146, 1.122, 0.557], [2.623, 0.964, -0.097], [-0.531, -1.633, -0.988], [0.021, -2.138, 0.741], [-0.645, 0.977, -1.437], [-1.389, 1.883, -0.119], [-1.489, -0.254, 1.333]], "mulliken_charge": [-0.14, 0.03, -0.37, -0.33, 0.00, -0.21, 0.41, 0.29, 0.37, 0.30, 0.29, 0.36], "e_tot_ha": -248.3715, "charge": 1}


No. 4
{"formula": "C5H6N", "method": "the ωB97M-V functional and the def2-TZVPD basis", "elements": ["C", "C", "C", "C", "C", "N", "H", "H", "H", "H", "H", "H"], "coordinates": [[-4.189, 0.431, 0.061], [-3.172, -0.308, 0.038], [0.654, -0.674, 0.236], [-1.822, -0.306, -0.307], [-0.632, -0.089, 0.447], [0.444, 0.758, -0.128], [1.275, -0.737, 1.107], [1.071, -1.353, -0.487], [-1.417, -0.411, -1.356], [-0.854, 0.220, 1.565], [0.828, 1.479, 0.564], [0.414, 1.198, -1.054]], "mulliken_charge": [-0.23, -0.26, -0.43, -0.20, 0.48, -0.25, 0.30, 0.30, 0.27, 0.36, 0.35, 0.30], "e_tot_ha": -248.3505, "charge": 1}


No. 5
{"formula": "C5H6N", "method": "the ωB97M-V functional and the def2-TZVPD basis", "elements": ["C", "C", "C", "C", "C", "N", "H", "H", "H", "H", "H", "H"], "coordinates": [[1.946, 0.505, -0.731], [2.047, -1.060, -0.179], [1.901, 0.963, 0.741], [2.894, -0.046, 0.362], [1.024, -0.205, 0.354], [-1.875, -0.062, 0.463], [1.941, 0.984, -1.731], [2.099, -2.058, -0.646], [1.688, 1.854, 1.177], [-2.309, -0.979, 0.708], [-1.542, 0.123, -0.428], [-2.400, 0.708, 0.873]], "mulliken_charge": [-0.33, 0.04, -0.07, -0.27, 0.13, -0.62, 0.43, 0.46, 0.56, 0.22, 0.25, 0.21], "e_tot_ha": -248.3063, "charge": 1}


No. 6
{"formula": "C5H6N", "method": "the ωB97M-V functional and the def2-TZVPD basis", "elements": ["C", "C", "C", "C", "C", "N", "H", "H", "H", "H", "H", "H"], "coordinates": [[-0.557, 1.034, -0.009], [1.682, 0.659, 0.046], [-0.118, -0.458, -0.221], [0.596, 1.644, 0.319], [-1.079, -1.559, -0.353], [1.262, -0.511, -0.333], [-1.472, 1.465, 0.296], [2.641, 0.966, 0.387], [0.966, 2.482, 0.847], [-1.042, -2.033, -1.242], [-1.989, -1.150, 0.012], [-0.890, -2.539, 0.251]], "mulliken_charge": [-0.64, 0.08, 0.83, -0.10, -0.93, -0.48, 0.38, 0.40, 0.40, 0.35, 0.32, 0.37], "e_tot_ha": -248.4700, "charge": 1}


No. 7
{"formula": "C5H6N", "method": "the ωB97M-V functional and the def2-TZVPD basis", "elements": ["C", "C", "C", "C", "C", "N", "H", "H", "H", "H", "H", "H"], "coordinates": [[-2.037, -0.025, 0.076], [1.479, -1.156, -0.195], [0.169, -1.186, 0.018], [-0.642, 0.133, -0.018], [-0.035, 1.503, -0.034], [-3.162, -0.208, 0.019], [2.194, -2.069, 0.123], [2.098, -0.339, -0.285], [-0.493, -1.961, 0.297], [1.002, 1.481, -0.409], [0.200, 1.813, 0.979], [-0.773, 2.015, -0.570]], "mulliken_charge": [-0.09, -0.58, -0.24, 0.95, -1.02, -0.15, 0.27, 0.28, 0.43, 0.37, 0.39, 0.39], "e_tot_ha": -248.4648, "charge": 1}


No. 8
{"formula": "C5H6N", "method": "the ωB97M-V functional and the def2-TZVPD basis", "elements": ["C", "C", "C", "N", "C", "C", "H", "H", "H", "H", "H", "H"], "coordinates": [[-1.997, 0.227, 0.010], [-0.611, -0.179, -0.097], [0.473, 0.619, -0.001], [1.735, 0.263, 0.012], [3.126, 0.374, 0.105], [2.504, -0.817, -0.137], [-2.241, 1.197, -0.405], [-2.459, 0.459, 0.978], [-2.588, -0.636, -0.351], [-0.600, -1.322, 0.098], [0.347, 1.639, 0.184], [2.311, -1.822, -0.394]], "mulliken_charge": [-1.22, 0.20, -0.15, 0.20, -0.28, 0.15, 0.37, 0.36, 0.32, 0.24, 0.43, 0.39], "smiles": "C/C=C/[N+]1=C=C1", "e_tot_ha": -248.3869, "charge": 1}


No. 9
{"formula": "C5H6N", "method": "the ωB97M-V functional and the def2-TZVPD basis", "elements": ["C", "N", "C", "C", "C", "C", "H", "H", "H", "H", "H", "H"], "coordinates": [[1.916, 0.726, 0.756], [0.828, 0.426, 0.744], [-0.465, 0.124, 0.557], [-1.479, 0.471, 1.309], [-0.333, -0.801, -0.608], [0.214, -0.463, -1.757], [2.967, 0.916, 0.896], [-2.412, 0.052, 1.043], [-1.263, 0.863, 2.226], [-0.813, -1.774, -0.700], [0.194, -1.088, -2.590], [0.647, 0.549, -1.874]], "mulliken_charge": [0.08, 0.04, 0.61, -0.81, -0.22, -0.71, 0.46, 0.33, 0.35, 0.35, 0.31, 0.21], "smiles": "C#[N+]C(=C)C=C", "e_tot_ha": -248.4797, "charge": 1}


No. 10
{"formula": "C5H6N", "method": "the ωB97M-V functional and the def2-TZVPD basis", "elements": ["C", "C", "C", "C", "C", "N", "H", "H", "H", "H", "H", "H"], "coordinates": [[1.047, -1.029, 0.180], [0.713, -0.009, -0.938], [2.091, -0.055, 0.044], [1.097, 0.968, 0.206], [-2.520, 0.064, -0.047], [0.121, -0.008, 0.500], [0.933, -2.094, 0.207], [3.128, -0.060, -0.229], [1.043, 2.036, 0.240], [-2.550, -0.998, -0.231], [-2.727, 0.443, 0.941], [-2.377, 0.743, -0.874]], "mulliken_charge": [0.24, -0.78, -0.27, 0.24, -0.08, -0.42, 0.41, 0.37, 0.41, 0.29, 0.29, 0.30], "e_tot_ha": -248.2947, "charge": 1}


No. 11
{"formula": "C5H6N", "method": "the ωB97M-V functional and the def2-TZVPD basis", "elements": ["C", "C", "C", "C", "C", "N", "H", "H", "H", "H", "H", "H"], "coordinates": [[0.924, -0.445, -1.619], [-0.360, -0.077, -1.892], [-0.644, 0.460, -0.658], [0.547, 0.369, 0.263], [0.019, -0.322, 1.512], [1.512, -0.505, -0.389], [-1.016, -0.164, -2.835], [-1.688, 0.784, -0.473], [1.003, 1.305, 0.346], [-0.928, -0.896, 1.484], [-0.104, 0.386, 2.231], [0.734, -0.894, 2.031]], "mulliken_charge": [0.25, -0.09, -0.52, 0.71, -1.43, -0.36, 0.39, 0.42, 0.40, 0.37, 0.43, 0.42], "e_tot_ha": -248.3967, "charge": 1}


No. 12
{"formula": "C5H6N", "method": "the ωB97M-V functional and the def2-TZVPD basis", "elements": ["C", "C", "C", "C", "C", "N", "H", "H", "H", "H", "H", "H"], "coordinates": [[-0.882, 1.273, -0.327], [-0.434, 0.160, -0.313], [1.362, -2.847, -0.697], [-1.482, 2.576, -0.243], [1.032, -2.659, 0.703], [0.626, -1.825, -0.436], [-1.552, 3.157, -1.156], [-0.842, 2.974, 0.434], [-2.455, 2.486, 0.300], [1.870, -2.123, 1.354], [2.011, -3.365, -1.413], [0.311, -3.209, 1.138]], "mulliken_charge": [0.09, 0.65, 0.08, -1.15, -0.30, -0.21, 0.33, 0.33, 0.32, 0.24, 0.33, 0.29], "e_tot_ha": -248.2407, "charge": 1}